1.
A molecular structure, C48H52FN3O7PSY, computed with ωB97M-V/def2-TZVPD.

Results
* gap between HOMO and LUMO: 8.74 eV
* LUMO level: 0.3 eV
* relative energy (zero: lowest compared OMol25 entry of this formula, charge and spin): 0.024 eV
* maximum force: 0.0198 Eh/bohr

Positions of all 114 atoms, in Å:
1 Y -0.40052 0.45200 0.45872
2 C -2.77871 0.70969 1.51626
3 C -1.91392 1.60457 2.22019
4 C -1.10906 0.78125 3.08963
5 C -1.50578 -0.55407 2.86547
6 C -2.54801 -0.61587 1.94244
7 C -3.48673 -1.78609 1.70828
8 C -4.74860 -1.52142 2.54332
9 C -2.86864 -3.10455 2.18064
10 C -3.88192 -1.91733 0.23651
11 C -0.11079 1.07852 4.22197
12 C 0.85988 2.23246 3.93895
13 C 0.73345 -0.17845 4.49876
14 C -0.88838 1.37636 5.51323
15 C -2.07674 3.13156 2.05563
16 C -0.83632 3.84287 1.49635
17 C -3.21052 3.43611 1.06587
18 C -2.46505 3.77320 3.39366
19 H -3.50716 1.01478 0.77902
20 H -1.10067 -1.41081 3.37659
21 H -4.49213 -1.41396 3.59902
22 H -5.45430 -2.34912 2.43961
23 H -5.24054 -0.60225 2.22032
24 H -2.67092 -3.08476 3.25371
25 H -1.93527 -3.31186 1.66188
26 H -3.55901 -3.92758 1.98638
27 H -4.26827 -0.98135 -0.17183
28 H -4.65434 -2.68086 0.11885
29 H -3.01833 -2.22319 -0.35370
30 H 1.37674 2.09226 2.98386
31 H 1.61559 2.27837 4.72591
32 H 0.35372 3.19408 3.92708
33 H 1.10317 -0.62096 3.57498
34 H 0.15699 -0.93387 5.03335
35 H 1.58420 0.07939 5.13273
36 H -1.49532 2.27296 5.42793
37 H -0.19182 1.51034 6.34482
38 H -1.55417 0.54508 5.75439
39 H -0.60206 3.46302 0.49968
40 H 0.04067 3.74561 2.12650
41 H -1.04506 4.90820 1.37536
42 H -2.99606 3.02119 0.07891
43 H -3.30833 4.51777 0.96134
44 H -4.16387 3.04240 1.42001
45 H -1.66246 3.70492 4.12155
46 H -3.34829 3.28252 3.80731
47 H -2.69119 4.83182 3.24580
48 C -0.33380 -5.81809 -1.67839
49 C -0.70779 -5.28204 -2.90493
50 C -0.92922 -3.92151 -3.03093
51 C -0.79971 -3.09208 -1.91717
52 C -0.40737 -3.63292 -0.69617
53 C -0.17415 -4.99479 -0.57549
54 P -0.97950 -1.28636 -2.01657
55 C 0.17392 -0.87019 -3.39163
56 C 1.43965 -1.46658 -3.36476
57 C 2.36406 -1.18957 -4.35720
58 C 2.03288 -0.32204 -5.39121
59 C 0.78888 0.29295 -5.40655
60 C -0.13506 0.03108 -4.40199
61 C -2.61716 -0.93223 -2.72862
62 C -3.49427 -1.90080 -3.19451
63 C -4.75511 -1.53384 -3.64667
64 C -5.14422 -0.20346 -3.64161
65 C -4.26846 0.77289 -3.18051
66 C -3.01308 0.40931 -2.71866
67 H -0.14720 -6.88056 -1.59063
68 H -0.80782 -5.92728 -3.76815
69 H -1.17849 -3.49726 -3.99659
70 H -0.23867 -2.96910 0.14176
71 H 0.15154 -5.40766 0.37025
72 H 1.71208 -2.11986 -2.55196
73 H 3.35075 -1.62798 -4.30337
74 H 2.75500 -0.10789 -6.16850
75 H 0.53108 0.97936 -6.20369
76 H -1.10717 0.51328 -4.42628
77 H -3.21123 -2.94738 -3.18103
78 H -5.43898 -2.29589 -3.99809
79 H -6.12950 0.07388 -3.99322
80 H -4.56376 1.81405 -3.17104
81 H -2.32926 1.16968 -2.35622
82 O 4.34686 -3.77748 -0.47168
83 S 4.08166 -2.37933 -0.63646
84 O 4.50392 -1.74725 -1.85958
85 N 2.49444 -2.05952 -0.38128
86 C 2.31615 -1.32583 0.67924
87 O 1.14772 -0.96612 1.08322
88 C 3.56257 -0.91063 1.38275
89 C 3.70543 -0.05109 2.45535
90 C 4.98999 0.23411 2.90178
91 C 6.10421 -0.32253 2.27886
92 C 5.95739 -1.16568 1.18320
93 C 4.67614 -1.43441 0.75450
94 H 2.84582 0.39887 2.92299
95 H 5.11941 0.90667 3.73982
96 H 7.09429 -0.08319 2.64314
97 H 6.81211 -1.58619 0.67023
98 F 5.17851 0.48130 -3.98888
99 C 4.79987 1.48851 -3.20670
100 C 3.51065 1.72642 -2.95665
101 N 3.09586 2.80534 -2.19702
102 C 1.68417 3.10282 -2.07432
103 C 0.94061 2.16175 -1.15397
104 O 1.52640 1.67308 -0.14817
105 O -0.28863 1.93552 -1.37366
106 C 3.99471 3.66798 -1.60394
107 O 3.65841 4.62525 -0.94013
108 N 5.31447 3.33463 -1.82621
109 C 5.84352 2.31789 -2.62866
110 O 7.03450 2.17816 -2.76211
111 H 2.72635 1.09452 -3.35385
112 H 1.20571 3.09640 -3.05518
113 H 1.60297 4.09926 -1.64071
114 H 5.98981 3.94672 -1.39281

These are the Löwdin partial charges, in e, on atoms 1 to 8: 1.612, -0.127, -0.216, -0.184, -0.072, -0.258, -0.548, -0.039

2.
8 unconnected molecules or ions with the total composition C48H53N2O14, computed with ωB97M-V/def2-TZVPD.

Results
* gap between HOMO and LUMO: 8.39 eV
* LUMO level: -2.0 eV
* relative energy (zero: lowest compared OMol25 entry of this formula, charge and spin): 0.029 eV
* net charge: +1
* maximum force: 0.3690 Eh/bohr

Positions of all 117 atoms, in Å:
1 C 0.30141 2.78552 -0.76190
2 C 0.98074 1.35648 -0.66552
3 N 0.06978 0.28227 -0.29710
4 C -0.16414 -0.28199 0.92045
5 C -1.06433 -1.36540 0.74386
6 N -1.39743 -1.38022 -0.55934
7 C -0.75534 -0.37495 -1.15541
8 C -1.92051 -2.61214 -1.22283
9 H -0.48666 2.61930 -1.49651
10 H 1.06353 3.52366 -1.00917
11 H -0.01072 3.25768 0.06426
12 H 1.79460 1.29289 -0.00105
13 H 1.45424 0.95889 -1.54631
14 H 0.45535 0.16192 1.87207
15 H -1.44234 -1.97567 1.47562
16 H -0.89788 -0.45935 -2.20439
17 H -0.97659 -3.05454 -1.56764
18 H -2.40758 -2.21821 -1.97942
19 H -2.37075 -3.28918 -0.37111
20 C 0.03143 -5.25590 -0.27799
21 C 1.47925 -5.30796 -0.68963
22 C 2.49302 -5.12694 0.31567
23 C 2.12189 -4.91833 1.55596
24 C 0.65682 -4.82682 1.96769
25 C -0.30368 -5.17220 1.08129
26 O -1.59677 -5.09890 1.43449
27 O 3.76607 -5.26740 -0.11098
28 H -0.55470 -5.45606 -1.03468
29 H 1.82191 -5.30311 -1.62371
30 H 2.87077 -4.80411 2.38791
31 H 0.45728 -4.69899 3.04404
32 H -2.10430 -5.71905 1.03832
33 H 4.35178 -5.33372 0.60050
34 C -4.79820 -0.79156 -0.66974
35 C -4.61598 -0.52084 -2.23490
36 C -4.21751 0.73751 -2.66659
37 C -4.08991 1.76348 -1.71450
38 C -4.27598 1.58121 -0.28678
39 C -4.49704 0.26415 0.23495
40 O -4.57467 0.08577 1.59669
41 O -4.05797 1.04723 -3.95634
42 H -4.91532 -1.76898 -0.46823
43 H -4.84948 -1.39953 -2.81861
44 H -4.14838 2.76944 -2.14491
45 H -4.22288 2.38365 0.40656
46 H -4.95299 1.01206 1.97386
47 H -3.95805 2.01734 -4.20212
48 C 5.09240 0.16465 -0.32160
49 C 4.57332 -0.10126 -1.70348
50 C 3.45153 -0.95005 -1.84840
51 C 2.99241 -1.67880 -0.80912
52 C 3.43347 -1.47717 0.47833
53 C 4.41133 -0.45363 0.76350
54 O 4.59223 -0.20522 2.10043
55 O 3.06434 -1.24266 -3.10885
56 H 5.63691 1.00575 -0.07710
57 H 5.12688 0.64207 -2.30309
58 H 2.34934 -2.44227 -1.08875
59 H 2.96225 -2.26578 1.23568
60 H 4.96711 0.51864 2.51441
61 H 3.77778 -0.90716 -3.73412
62 C -0.28090 -1.74937 -4.72484
63 C -1.67892 -1.22169 -5.11869
64 C -2.67240 -2.31586 -5.18020
65 C -2.36370 -3.66865 -4.82376
66 C -1.01039 -4.04281 -4.41921
67 C -0.02469 -3.03385 -4.30648
68 O 1.30114 -3.41181 -4.02692
69 O -3.99144 -2.04250 -5.62900
70 H 0.64153 -1.02511 -4.74165
71 H -1.87161 -0.25636 -5.50493
72 H -2.96622 -4.55900 -4.85135
73 H -0.68410 -5.11789 -4.31813
74 H 1.82963 -2.62034 -3.94295
75 H -4.02435 -1.01393 -5.54068
76 C -1.48677 -1.22087 5.20649
77 C -0.95779 0.16190 5.51655
78 C 0.33780 0.45744 5.14112
79 C 1.06632 -0.57227 4.54664
80 C 0.61362 -1.90437 4.17617
81 C -0.67815 -2.23680 4.59983
82 O -1.30545 -3.34924 4.39529
83 O 0.92486 1.64544 5.41591
84 H -2.53742 -1.34647 5.59699
85 H -1.59954 0.85564 6.15726
86 H 2.23132 -0.40786 4.42657
87 H 1.24030 -2.64537 3.61577
88 H -2.13166 -3.51369 4.68196
89 H 0.58058 1.99786 6.17851
90 C -2.56760 5.61447 -2.42921
91 C -1.85949 5.52318 -1.07309
92 C -2.66564 5.39994 0.03004
93 C -4.07354 5.43933 -0.04179
94 C -4.69733 5.52870 -1.30834
95 C -3.94893 5.57568 -2.49932
96 O -4.49465 5.56113 -3.72812
97 O -2.13786 5.41172 1.29248
98 H -1.93388 5.87627 -3.22089
99 H -0.80441 5.43782 -0.98296
100 H -4.50460 5.25164 0.84115
101 H -5.69272 5.52241 -1.38378
102 H -4.26150 4.92030 -4.33590
103 H -2.59237 5.51082 1.92161
104 C 3.97635 2.88377 4.11690
105 C 5.54241 2.94931 3.92282
106 C 6.07988 3.21347 2.69472
107 C 5.25493 3.40626 1.61206
108 C 3.88008 3.41384 1.70496
109 C 3.27002 3.05929 2.92894
110 O 1.86981 3.05605 2.97536
111 O 7.40988 3.16624 2.47406
112 H 3.60516 2.88486 5.11813
113 H 6.12329 2.96006 4.71698
114 H 5.74211 3.65123 0.68205
115 H 3.43651 3.81705 0.73912
116 H 1.73219 2.80387 3.88681
117 H 7.83719 3.59354 1.74430

These are the Löwdin partial charges, in e, on atoms 1 to 8: -0.013, -0.123, -0.035, 0.023, -0.006, -0.070, -0.016, 0.062